# C35H88F6NO39S13V

A structure of composition C35H88F6NO39S13V (ωB97M-V/def2-TZVPD, the OMol25 dataset).

```
183
Properties=species:S:1:pos:R:3:forces:R:3:mulliken_charge:R:1
O 2.6373 3.1895 -2.1904 0.23 -1.18 2.84 -0.72
V 2.7541 2.5071 -0.7161 0.00 -0.30 -3.30 1.27
O 2.3154 3.5942 0.2783 -0.08 0.89 0.51 -0.30
C -1.1973 1.1127 0.7230 0.22 0.02 -0.48 -0.27
F -1.4865 2.0143 1.6332 -0.04 0.12 0.33 -0.12
F -1.9762 0.0611 0.8846 0.10 -0.09 -0.13 0.03
F -1.3611 1.6553 -0.4785 -0.19 -0.15 0.00 -0.05
S 0.6180 0.6571 0.9191 1.52 1.62 1.27 0.41
O 1.1670 1.6809 1.7589 -0.52 -0.06 -0.51 -0.27
O 0.7680 -0.6727 1.4167 -0.44 -0.35 -0.92 -0.30
N 1.3010 0.9454 -0.6458 -1.42 -0.41 1.78 0.57
S 1.0360 -0.4232 -1.4453 0.35 -2.13 -1.75 0.68
O 2.1718 -1.2891 -1.3351 0.51 0.04 -0.17 -0.65
O -0.2465 -1.0716 -1.2610 0.45 1.34 0.24 -0.18
C 1.0219 0.0692 -3.2495 -0.65 0.09 0.69 -0.57
F -0.1389 0.6323 -3.5649 0.15 0.11 0.03 0.10
F 2.0174 0.8945 -3.5180 0.04 -0.10 -0.36 -0.16
F 1.1337 -1.0517 -3.9683 0.26 0.08 0.01 -0.04
O 1.2067 -7.2824 3.1135 -0.72 0.52 0.48 -0.63
S 0.1464 -6.3218 3.2199 -0.91 -0.85 -0.95 1.05
O 0.3060 -5.0865 3.9328 0.11 -0.15 -0.08 -0.45
O -0.2680 -6.0325 1.6840 0.47 0.34 1.24 -0.26
C -0.8647 -4.7543 1.3729 0.00 0.45 -0.57 -0.28
C -0.5414 -4.4915 -0.0790 -0.51 0.64 -0.47 -0.58
C -1.4271 -7.0917 3.7304 0.68 -0.01 -0.31 -1.02
H -0.5044 -3.9371 1.9969 0.33 -0.34 0.22 0.25
H -1.9453 -4.8215 1.5261 0.00 -0.08 -0.04 0.26
H -1.1741 -5.1286 -0.6969 0.38 -0.15 -0.21 0.33
H 0.5121 -4.5721 -0.3414 0.02 -0.54 0.25 0.32
H -0.7674 -3.4584 -0.3629 -0.32 -0.02 0.28 -0.08
H -1.4145 -7.4687 4.7497 0.30 0.14 0.04 0.38
H -1.5879 -7.9124 3.0344 0.05 -0.03 0.03 0.37
H -2.2229 -6.3599 3.6103 0.14 0.14 0.01 0.31
O -3.1089 1.5469 -5.1563 1.08 -0.45 -0.98 -0.55
S -2.4597 0.9027 -6.2786 -1.18 -0.72 0.50 1.19
O -3.0388 1.0029 -7.5932 0.65 0.21 0.49 -0.70
O -0.9345 1.3881 -6.2839 -0.65 -0.09 0.08 -0.08
C -0.0759 1.0539 -7.3980 0.80 1.19 0.49 -0.26
C 1.3048 1.5699 -7.0304 0.87 -1.46 0.12 -1.01
C -2.2850 -0.8699 -5.9329 -0.52 1.14 -0.06 -0.82
H -0.3763 1.6079 -8.2843 -0.56 -0.46 -0.11 0.32
H -0.0012 -0.0239 -7.5223 -0.37 -0.03 -0.27 0.30
H 1.4157 2.6190 -6.7776 -0.30 0.08 -0.23 0.34
H 1.9761 1.2588 -7.8388 -0.10 0.61 -0.30 0.46
H 1.7355 0.9683 -6.2226 -0.36 0.24 0.39 0.03
H -3.2913 -1.2823 -5.8680 -0.08 0.17 -0.19 0.42
H -1.8408 -0.9851 -4.9480 0.46 -0.10 -0.26 -0.11
H -1.7749 -1.2624 -6.8078 0.27 -0.33 0.31 0.52
O -4.3988 -2.6000 -1.3385 0.04 0.11 -0.82 -0.57
S -4.1740 -2.5107 -2.7642 0.73 0.12 -0.10 1.32
O -5.1757 -2.9292 -3.7114 0.77 0.23 0.76 -0.71
O -3.7963 -1.0060 -3.1782 -0.85 -0.48 -0.40 -0.48
C -3.2015 -0.1094 -2.2111 -0.51 -0.33 0.64 1.51
C -4.2875 0.6686 -1.4984 -0.88 0.46 0.27 -1.42
C -2.5666 -3.2587 -3.1664 -0.77 0.30 -0.20 -0.49
H -2.5551 0.5439 -2.7911 0.07 -0.07 0.04 -0.40
H -2.6460 -0.7572 -1.5341 0.28 0.45 0.17 0.00
H -3.9504 1.3869 -0.7474 0.48 -0.07 -0.18 0.21
H -5.0103 0.0496 -0.9616 0.30 -0.44 -0.13 0.22
H -4.9039 1.2502 -2.1878 0.28 -0.04 -0.27 0.45
H -2.3948 -4.2043 -2.6629 -0.18 0.02 0.06 0.54
H -1.7969 -2.5327 -2.9128 0.02 -0.09 0.22 -0.30
H -2.5941 -3.3890 -4.2465 0.11 -0.13 0.02 0.37
O 4.2647 1.0846 -1.8506 0.45 -0.09 0.42 0.06
S 5.3538 1.0794 -2.7945 1.02 -0.64 -0.80 0.98
O 5.8759 2.3077 -3.3148 -0.36 -0.73 0.37 -0.75
O 6.5335 0.2386 -2.0775 -1.56 0.31 0.22 -0.01
C 7.7847 0.0828 -2.7202 1.73 0.55 -1.22 -0.30
C 8.9094 -0.1877 -1.7488 0.05 -0.68 0.91 -1.37
C 4.9394 -0.0112 -4.1636 -0.39 0.68 -0.07 -0.73
H 8.0421 0.9541 -3.3322 -0.32 0.37 0.44 0.43
H 7.8165 -0.7112 -3.4759 -0.70 -0.36 0.35 0.29
H 8.8303 -1.1838 -1.3032 -0.11 -0.11 -0.28 0.33
H 8.9874 0.4474 -0.8658 -0.28 0.54 -0.38 0.34
H 9.8596 -0.1589 -2.2808 -0.05 0.07 -0.09 0.39
H 4.2950 0.5639 -4.8300 0.22 0.23 0.01 0.19
H 4.3560 -0.8917 -3.9038 0.35 -0.04 0.57 0.09
H 5.8725 -0.2454 -4.6689 -0.03 -0.08 -0.01 0.52
O 2.2718 -0.4670 6.1533 0.48 -0.86 -0.45 -0.67
S 2.7861 -1.6760 5.5483 -1.20 -1.41 -0.23 1.30
O 4.1625 -1.8337 5.1927 -0.10 0.41 0.41 -0.63
O 2.4493 -2.9718 6.4963 0.73 1.12 -0.93 -0.33
C 1.1642 -3.0182 7.1189 -0.23 0.45 1.17 -0.26
C 0.7083 -4.4366 7.2612 -1.26 -0.50 1.12 -1.02
C 1.8034 -2.1928 4.1115 1.03 -0.41 0.70 -0.54
H 0.4372 -2.3940 6.5940 0.07 -0.10 -0.10 0.35
H 1.2789 -2.5905 8.1207 0.01 0.14 -0.17 0.34
H 1.4204 -5.0769 7.7855 0.59 -0.14 -1.07 0.33
H 0.1847 -4.8075 6.3834 0.82 -0.46 -0.23 0.05
H -0.0638 -4.5303 8.0414 -0.26 0.82 -0.16 0.41
H 2.2640 -3.1294 3.7944 0.18 0.06 0.11 0.37
H 1.9142 -1.4814 3.3000 -0.51 0.28 0.21 -0.06
H 0.8184 -2.4879 4.4602 -0.28 0.61 -0.31 0.39
O -3.1301 4.6311 2.0497 -0.17 0.13 0.13 -0.36
S -4.3011 4.2451 2.7679 -1.11 -1.35 0.64 1.00
O -5.2669 5.1748 3.2970 0.92 -0.23 -0.42 -0.70
O -5.0907 3.1986 1.8131 0.64 0.66 0.14 -0.11
C -6.5019 3.0618 2.0631 -0.62 -0.45 -0.64 -0.32
C -7.0941 2.0682 1.0723 -1.14 -0.03 0.18 -1.08
C -3.8340 3.0783 4.0667 0.30 0.23 -0.62 -0.65
H -6.9683 4.0342 1.9262 -0.04 0.00 0.32 0.35
H -6.6764 2.6581 3.0609 0.17 0.30 0.17 0.29
H -8.0505 1.7165 1.4795 0.26 -0.17 0.48 0.40
H -6.4769 1.1871 0.9264 0.15 0.09 -0.18 0.01
H -7.4931 2.4820 0.1441 0.97 0.24 -0.27 0.44
H -4.7159 2.6280 4.5150 -0.11 0.29 0.09 0.25
H -3.1931 3.5836 4.7855 -0.21 0.10 0.10 0.46
H -3.2558 2.2944 3.5788 0.02 0.07 -0.07 -0.02
O 0.1282 -4.8259 -3.7134 0.95 -0.48 0.30 -0.43
S 1.5084 -5.2747 -3.7067 -0.35 0.30 -0.55 1.05
O 2.1314 -5.8123 -2.5322 -0.39 0.34 -0.76 -0.63
O 1.6947 -6.3478 -4.8974 0.02 0.13 0.93 -0.33
C 0.5980 -6.5595 -5.8050 -0.31 0.45 -0.56 -0.02
C 1.0855 -7.4500 -6.9234 0.34 0.49 -0.27 -1.27
C 2.4998 -3.9514 -4.4048 -0.11 -0.50 -0.18 -0.73
H 0.3181 -5.5888 -6.2250 -0.14 -0.05 0.08 0.24
H -0.2700 -6.9486 -5.2747 0.16 -0.15 0.07 0.31
H 1.5713 -8.3468 -6.5456 -0.29 -0.18 -0.10 0.32
H 1.8126 -6.9113 -7.5368 0.20 0.01 0.25 0.31
H 0.2767 -7.6412 -7.6284 -0.17 -0.41 0.30 0.37
H 3.2957 -4.4302 -4.9716 0.22 0.04 0.30 0.54
H 2.8686 -3.2984 -3.6191 -0.09 -0.02 0.06 0.04
H 1.8721 -3.4276 -5.1227 -0.11 0.11 0.19 0.25
O 2.0554 8.4911 1.8443 0.19 -0.48 0.19 -0.61
S 2.4975 7.5523 2.8254 -0.11 -0.20 0.72 1.17
O 3.0027 8.0008 4.0976 -0.11 -0.27 -0.58 -0.64
O 1.2336 6.5782 3.0998 1.12 0.87 -0.39 -0.26
C 1.3186 5.6498 4.1865 -1.10 -1.28 -0.17 -0.77
C 0.8056 4.2843 3.6708 0.69 0.50 1.68 -0.06
C 3.6654 6.3881 2.1107 -0.35 0.49 -0.48 -0.52
H 0.6351 5.9972 4.9615 0.19 0.16 0.07 0.31
H 2.2967 5.5084 4.6458 0.26 0.56 -0.40 0.47
H 1.2769 3.9757 2.7438 -0.32 0.09 -0.23 -0.24
H -0.2806 4.2650 3.7173 -0.03 -0.07 -0.71 0.15
H 1.1469 3.5930 4.4507 -0.16 -0.28 -0.19 0.35
H 3.2791 6.1664 1.1159 -0.15 -0.34 0.15 0.14
H 3.7498 5.5143 2.7505 -0.08 -0.03 -0.04 -0.02
H 4.6403 6.8440 1.9511 -0.07 0.27 0.38 0.54
O 0.0253 7.2254 -1.6255 -0.05 -1.05 0.08 -0.67
S -0.6671 5.9969 -1.3454 -0.94 -0.24 0.57 1.03
O -2.1005 5.9273 -1.5784 1.25 -0.06 -0.02 -0.60
O 0.0594 4.7802 -2.1491 -0.13 0.75 0.56 -0.24
C -0.8061 3.8582 -2.8264 -0.59 -0.30 -0.57 0.53
C -1.2733 4.3909 -4.1603 -0.05 0.02 -0.04 -1.23
C -0.4187 5.5239 0.3866 -0.22 0.88 -0.73 0.03
H -1.6617 3.6037 -2.1990 0.05 0.14 0.08 0.25
H -0.2640 2.9386 -3.0383 0.47 0.14 0.51 -0.21
H -1.6720 5.3965 -4.0413 -0.10 -0.06 -0.15 0.52
H -2.0447 3.7172 -4.5353 -0.08 0.13 -0.06 0.16
H -0.4577 4.3935 -4.8851 0.04 0.14 0.05 0.22
H -0.9927 6.2849 0.9160 0.03 0.01 0.04 0.53
H 0.6254 5.6273 0.6602 0.05 -0.27 -0.10 -0.27
H -0.8784 4.5646 0.6038 0.19 -0.13 -0.21 -0.19
O -5.5178 -0.5371 6.0933 -0.46 0.42 -0.71 -0.64
S -6.5798 -0.1293 5.2046 -0.22 0.23 -0.08 1.18
O -7.2899 1.1055 5.4139 0.64 -0.69 -0.38 -0.63
O -6.0291 -0.0883 3.6562 0.06 0.25 1.82 -0.12
C -4.9157 -0.9610 3.4086 -0.18 -2.15 -0.48 -0.60
C -4.6987 -0.9774 1.9157 0.53 1.17 -0.26 -0.74
C -7.7541 -1.4729 5.1265 0.71 0.51 -0.40 -0.92
H -5.1565 -1.9845 3.7303 -0.47 0.09 0.00 0.40
H -4.0105 -0.7953 3.9946 -0.14 0.99 -0.10 0.34
H -5.6018 -1.0255 1.3101 -0.24 -0.30 0.36 0.33
H -4.0254 -1.7625 1.5759 0.05 -0.04 0.19 0.49
H -4.2517 -0.0091 1.6729 0.08 -0.12 -0.29 -0.10
H -8.3111 -1.4508 6.0576 0.01 -0.13 0.02 0.41
H -7.1322 -2.3569 5.0070 -0.29 -0.21 0.14 0.30
H -8.3839 -1.3151 4.2551 -0.11 0.00 0.10 0.29
O 3.9443 1.4184 0.9173 -0.08 0.25 -0.37 -0.62
S 5.0092 0.5764 1.4277 1.94 -1.17 1.68 1.07
O 6.3794 1.0505 1.3867 -1.41 0.13 -0.59 -0.68
O 4.7430 0.1778 2.9798 -0.83 -0.31 -1.93 -0.02
C 4.9875 1.2022 3.9787 0.15 0.78 -0.79 -0.96
C 3.8944 2.2425 3.9692 -0.33 0.48 0.05 -0.31
C 4.9172 -1.0616 0.6926 0.01 0.08 1.00 -0.57
H 5.9448 1.6273 3.6679 0.09 0.09 0.67 0.41
H 5.0210 0.6884 4.9348 0.21 -0.21 -0.18 0.37
H 2.9218 1.7979 4.1831 0.07 0.00 0.19 0.14
H 3.7768 2.7878 3.0305 0.24 -0.26 -0.15 -0.05
H 4.1300 3.0142 4.7065 -0.10 -0.20 0.23 0.49
H 4.5140 -1.0238 -0.3126 -0.04 0.18 0.01 -0.17
H 4.3154 -1.6801 1.3591 -0.34 0.19 -0.17 0.38
H 5.9191 -1.4801 0.7553 0.11 0.26 -0.25 0.45
```
Positions in Å, forces in eV/Å.

Calculated values
* DFT total energy: -301908.802 eV
* spin multiplicity: 1
* LUMO: -1.7 eV
* energy relative to the best compared isomer or geometry (same formula, charge and spin): 0.0000 eV
* gap between HOMO and LUMO: 8.72 eV